A cluster of 4 separate species, C42H84N8O11P2S2 in total at a distorted geometry. Source: the Open Molecules 2025 dataset; level of theory: wB97M-V/def2-TZVPD.

Its SMILES is CCN[C@@](O[C@@](O)(C[C@H](C)OCc1ccccc1)[PH2]=N)(c1ccncc1)[C@@](S)(CCC(N)=O)O[C@H](N)[PH2]=S.COCCNCCOC.COCCNCCOC.COCCNCCOC. For the electronic energy, the calculation gives -4395.09192 Eh.

ORCA input file:
```
! RIJCOSX wB97M-V def2-TZVPD def2/J DEFGRID3
* xyz 0 1
C 1.9584 5.6574 1.5210
C 1.7586 4.3180 2.3592
N 0.6637 3.5166 1.7699
C 0.9355 2.0925 1.6582
O 2.1926 1.6698 1.1534
C 2.7514 2.1978 -0.0241
O 2.0602 3.1175 -0.8193
C 4.1548 2.8999 0.3523
C 5.0686 2.0511 1.3074
C 5.8819 3.1008 2.2187
O 5.9543 1.2845 0.4845
C 6.7279 0.3448 1.2259
C 6.0445 -1.0381 1.4769
C 6.9320 -2.1761 1.7745
C 6.4685 -3.5202 2.0660
C 5.0256 -3.7929 2.0263
C 4.1245 -2.6708 1.7350
C 4.6113 -1.3088 1.4835
P 3.2571 0.7685 -1.2341
N 2.3115 0.8923 -2.5300
C 0.9710 1.5862 3.1785
C 0.2970 2.2325 4.2858
C 0.3290 1.7754 5.6673
N 1.0592 0.6834 6.0254
C 1.7291 0.0813 5.0134
C 1.7641 0.3919 3.5919
C -0.3458 1.2949 1.0548
S -0.8928 1.8819 -0.5972
C 0.1158 -0.2191 0.8190
C -1.0697 -0.9437 0.0071
C -1.0464 -2.4815 0.3537
N -2.0925 -2.9752 1.2636
O -0.2302 -3.2290 -0.1186
O -1.4218 1.1836 2.0077
C -2.3390 2.2753 1.9968
N -2.7395 2.4679 3.4398
P -3.9882 1.8697 1.0999
S -4.3218 2.9751 -0.4748
H 3.0551 5.9018 1.4741
H 1.4534 6.5000 2.0742
H 1.4890 5.6303 0.5061
H 1.3906 4.6596 3.3731
H 2.7049 3.7584 2.5554
H 0.2881 3.9237 0.9165
H 2.5387 3.9625 -0.9003
H 4.7008 2.9681 -0.6375
H 3.9750 3.9540 0.6763
H 4.5266 1.3900 2.0300
H 6.9426 3.0550 1.8252
H 5.5490 4.1552 2.0728
H 5.9469 2.7783 3.2885
H 7.6577 0.1284 0.5945
H 7.1107 0.7107 2.2146
H 8.0295 -1.9841 1.7993
H 7.2007 -4.3286 2.3152
H 4.6656 -4.8252 2.2291
H 3.0326 -2.9200 1.7413
H 3.9319 -0.4462 1.2944
H 3.0109 -0.5179 -0.6850
H 4.5912 0.9477 -1.7095
H 1.7697 0.0218 -2.6097
H -0.2953 3.1557 4.0676
H -0.2413 2.3059 6.4703
H 2.3586 -0.7993 5.3180
H 2.3435 -0.2209 2.8677
H -0.8438 3.2493 -0.6636
H 1.0043 -0.2958 0.1545
H 0.1966 -0.7867 1.7783
H -2.0783 -0.5401 0.2583
H -0.8676 -0.8815 -1.1001
H -2.9803 -2.8128 0.7629
H -2.1108 -2.3093 2.0456
H -1.9220 3.2628 1.6855
H -3.1950 1.5873 3.7259
H -3.5055 3.1565 3.3891
H -5.0947 2.0414 1.9800
H -3.9326 0.5121 0.6729
C -5.9263 -1.6635 3.8318
O -6.4216 -0.8379 2.7900
C -6.6920 -1.5625 1.5875
C -8.1792 -1.5242 1.2747
N -8.9348 -2.3278 2.2356
C -10.3833 -2.1531 2.1302
C -10.9502 -0.7798 2.5034
O -10.8071 -0.4566 3.8796
C -9.5911 0.1912 4.2120
H -5.6781 -1.0241 4.6800
H -6.6847 -2.3836 4.1528
H -5.0211 -2.1910 3.5150
H -6.3221 -2.5917 1.6357
H -6.1530 -1.0521 0.7817
H -8.3443 -1.9135 0.2673
H -8.5010 -0.4754 1.2988
H -8.6491 -2.0752 3.1742
H -10.8371 -2.8945 2.7935
H -10.6999 -2.4077 1.1132
H -12.0288 -0.8174 2.3201
H -10.5643 0.0239 1.8668
H -9.2171 0.8197 3.3996
H -8.8332 -0.5414 4.5013
H -9.7752 0.8261 5.0808
C 13.4011 0.7236 -3.2648
O 12.3651 0.6046 -4.2252
C 12.3083 -0.6882 -4.8266
C 10.9979 -1.3738 -4.4654
N 10.9769 -1.7431 -3.0518
C 9.6669 -2.1984 -2.5850
C 8.5383 -1.1634 -2.5539
O 8.7416 -0.1241 -1.6051
C 9.4650 0.9916 -2.0999
H 13.4181 1.7558 -2.9137
H 13.2155 0.0695 -2.4070
H 14.3731 0.4898 -3.7091
H 13.1685 -1.3071 -4.5545
H 12.3377 -0.5365 -5.9098
H 10.8813 -2.2740 -5.0761
H 10.1808 -0.6828 -4.7059
H 11.2535 -0.9411 -2.4982
H 9.8091 -2.5699 -1.5665
H 9.3512 -3.0553 -3.1892
H 7.6328 -1.6861 -2.2292
H 8.3111 -0.7546 -3.5442
H 9.2880 1.1657 -3.1639
H 10.5342 0.8696 -1.9101
H 9.1384 1.8753 -1.5478
C -7.2193 -3.8270 -6.0075
O -6.8203 -2.4675 -5.9548
C -7.7501 -1.5887 -6.5868
C -8.3583 -0.6465 -5.5574
N -9.2537 -1.3693 -4.6564
C -9.6942 -0.5761 -3.5089
C -8.6277 -0.1815 -2.4826
O -8.0839 -1.2854 -1.7699
C -6.9606 -1.8918 -2.3900
H -6.4221 -4.4292 -5.5707
H -8.1328 -3.9888 -5.4266
H -7.3729 -4.1484 -7.0418
H -8.5254 -2.1336 -7.1337
H -7.1850 -0.9969 -7.3131
H -8.9202 0.1377 -6.0733
H -7.5352 -0.1776 -5.0047
H -8.7778 -2.1945 -4.3120
H -10.4542 -1.1687 -2.9921
H -10.1952 0.3276 -3.8712
H -9.1220 0.4412 -1.7296
H -7.8350 0.4393 -2.9130
H -6.3575 -1.1760 -2.9537
H -7.2773 -2.7118 -3.0386
H -6.3363 -2.3248 -1.6048
*
```

Results of the Löwdin charge analysis, in e, for atoms 1 through 8: -0.0758 -0.2155 0.0051 -0.3837 -0.0776 -0.5809 -0.0458 -0.0857

***

A cluster of 12 separate species, C42H84O24 in total at a distorted geometry. Source: the Open Molecules 2025 dataset; level of theory: wB97M-V/def2-TZVPD.

Its SMILES is COC(=O)OC.COC(=O)OC.COC(=O)OC.COC(=O)OC.COC(=O)OC.COC(=O)OC.C1CCOC1.C1CCOC1.C1CCOC1.C1CCOC1.C1CCOC1.C1CCOC1. For the electronic energy, the calculation gives -3456.20788 Eh. As for the relative energy (zero: lowest compared OMol25 entry of this formula, charge and spin): 4.312 eV.

ORCA input file:
```
! RIJCOSX wB97M-V def2-TZVPD def2/J DEFGRID3
* xyz 0 1
C -4.0573 1.5087 2.0284
O -3.4877 2.5108 1.1721
C -3.7616 3.7487 1.2585
O -4.4486 4.3072 2.0738
O -3.1158 4.3541 0.1982
C -3.4099 5.7685 0.0024
H -3.7185 0.5201 1.7184
H -5.1434 1.5988 2.0102
H -3.7117 1.6385 3.0540
H -4.4116 5.6979 -0.4215
H -2.8243 6.2977 -0.7494
H -3.3890 6.4056 0.8865
C -2.1223 0.0815 4.8574
O -1.5544 1.0246 5.7102
C -1.5900 0.7440 7.0730
O -2.0456 -0.2519 7.5746
O -1.2579 1.8437 7.7248
C -1.3519 1.8901 9.1235
H -3.1414 -0.2573 5.0440
H -1.4142 -0.7469 4.8350
H -2.2063 0.5129 3.8599
H -1.0708 0.9811 9.6554
H -2.3099 2.2680 9.4805
H -0.6652 2.6498 9.4968
C -7.0467 -1.9481 -3.4301
O -6.1326 -2.6897 -2.5742
C -5.0670 -2.1374 -2.0490
O -4.8181 -0.9069 -2.1020
O -4.1825 -3.0947 -1.6052
C -2.9442 -2.6986 -0.9820
H -8.0261 -2.4258 -3.4050
H -6.5656 -1.9108 -4.4075
H -7.1582 -0.9414 -3.0275
H -2.8978 -1.7375 -0.4699
H -2.2528 -2.5464 -1.8107
H -2.5327 -3.4323 -0.2888
C 1.7892 -4.9182 -0.9401
O 2.6065 -5.3256 -2.0965
C 2.0603 -5.5172 -3.2973
O 0.8887 -5.4238 -3.6593
O 3.0100 -5.8423 -4.1304
C 2.9422 -5.7050 -5.5026
H 2.1998 -4.9972 0.0666
H 0.7669 -5.2746 -1.0667
H 1.6449 -3.8517 -1.1130
H 2.9511 -4.6288 -5.6755
H 2.0813 -6.1439 -6.0069
H 3.7829 -6.1001 -6.0729
C 0.4938 4.3081 -0.2424
O -0.0237 5.1115 -1.2391
C 0.7619 5.9510 -1.9120
O 1.9732 5.9626 -1.8913
O 0.0197 6.6493 -2.7801
C 0.6161 7.4332 -3.7364
H -0.3850 3.9255 0.2766
H 1.1529 4.7203 0.5217
H 0.9138 3.4089 -0.6931
H -0.0901 7.9896 -4.3527
H 1.2222 6.8667 -4.4434
H 1.1988 8.2345 -3.2820
C 0.2541 3.8417 5.2909
O 0.9574 2.7055 4.8888
C 1.4014 2.5592 3.6419
O 1.2557 3.3934 2.7432
O 2.0086 1.4004 3.5205
C 2.8535 0.8897 2.5310
H 0.1840 3.9203 6.3758
H -0.6873 3.8397 4.7415
H 0.8617 4.7015 5.0090
H 3.5339 0.0900 2.8238
H 3.4357 1.6990 2.0904
H 2.1760 0.5323 1.7555
C -1.8357 2.1558 -3.4685
C -3.0249 2.9606 -3.9695
C -2.9148 2.8826 -5.4525
O -1.4781 2.9339 -5.6961
C -0.7651 2.5693 -4.5161
H -1.9243 1.0712 -3.5305
H -1.6128 2.4568 -2.4449
H -2.8167 3.9896 -3.6763
H -3.9803 2.6150 -3.5748
H -3.4472 3.6690 -5.9874
H -3.1044 1.9106 -5.9080
H -0.2169 3.4900 -4.3163
H 0.0366 1.9022 -4.8327
C 0.1621 0.1520 -0.3280
C 0.7388 -1.1460 0.3137
C -0.0167 -1.1821 1.6543
O -1.2377 -0.4939 1.3437
C -0.9943 0.6307 0.5649
H -0.2793 -0.0853 -1.2960
H 0.9304 0.9191 -0.4242
H 1.8058 -1.1238 0.5356
H 0.5229 -2.0296 -0.2868
H 0.5490 -0.7903 2.4996
H -0.2105 -2.1658 2.0820
H -0.7192 1.3836 1.3036
H -1.7611 1.0536 -0.0840
C 4.6829 -3.6418 4.1672
C 3.2292 -3.9557 4.2424
C 2.5635 -3.1415 3.1936
O 3.6416 -2.8185 2.3303
C 4.9136 -2.6858 3.0695
H 5.3098 -4.5223 4.0263
H 4.9901 -3.1673 5.0991
H 2.7821 -3.8001 5.2242
H 3.0932 -5.0005 3.9631
H 2.2677 -2.1702 3.5902
H 1.7311 -3.6256 2.6828
H 4.8976 -1.6802 3.4898
H 5.7790 -2.6934 2.4068
C 0.2055 -1.0877 -3.8010
C 0.7329 -1.9281 -4.8453
C 1.8562 -1.0640 -5.4582
O 2.2175 -0.1894 -4.3788
C 1.3535 -0.2641 -3.2821
H -0.1139 -1.7764 -3.0188
H -0.6345 -0.4181 -3.9858
H 0.0363 -2.2296 -5.6276
H 1.2220 -2.7746 -4.3633
H 1.4753 -0.4800 -6.2961
H 2.7533 -1.6156 -5.7395
H 0.9534 0.7004 -2.9696
H 1.7323 -0.7724 -2.3954
C 5.2999 2.0564 -2.9190
C 4.2120 2.5330 -3.8331
C 3.1772 2.9291 -2.8508
O 3.7924 3.3780 -1.6412
C 5.0833 2.8687 -1.6367
H 6.2733 2.1741 -3.3953
H 5.0025 1.0133 -2.8119
H 3.8470 1.7666 -4.5168
H 4.5376 3.3446 -4.4839
H 2.6280 2.0351 -2.5554
H 2.4424 3.6373 -3.2337
H 5.3361 2.4359 -0.6688
H 5.7685 3.7141 -1.6999
C -1.1333 -6.4665 3.3482
C -2.2202 -5.5591 3.9581
C -2.5919 -4.6258 2.8249
O -1.3866 -4.7060 2.0576
C -0.2938 -5.5477 2.5459
H -1.6458 -7.2214 2.7521
H -0.6170 -6.9478 4.1788
H -1.8765 -4.8516 4.7127
H -3.0987 -6.1116 4.2912
H -2.9433 -3.6508 3.1626
H -3.2843 -5.0627 2.1053
H 0.4821 -5.0853 3.1561
H 0.1541 -6.0088 1.6657
*
```

Results of the Löwdin charge analysis, in e, for atoms 1 through 8: 0.0056 0.0088 -0.6322 0.1309 -0.0354 -0.0290 0.0905 0.1061